Below is a structure of composition C52H40BrMnN3O5P2S3, with properties calculated with ωB97M-V with the def2-TZVPD basis set.

Charge: +2
Lowest unoccupied orbital energy (spin up / spin down), eV: -8.0 / -8.0
Spin multiplicity: 2
Kohn-Sham gap (spin up / spin down), eV: 4.30 / 4.27
Highest occupied orbital energy (spin up / spin down), eV: -12.28 / -12.27
Maximum force, eV/A: 0.6
<S²>: 0.7721

```
107
Properties=species:S:1:pos:R:3:forces:R:3
Mn 0.118 0.398 0.144 0.4 0.1 -0.3
O 3.219 0.827 0.878 -0.4 -0.3 0.0
S 2.219 -0.244 0.663 0.4 0.4 0.1
C 2.255 -1.144 2.190 0.1 0.1 0.1
C 3.323 -1.936 2.586 0.0 0.0 0.0
C 3.415 -2.320 3.913 0.0 0.0 0.0
C 2.468 -1.874 4.828 0.0 0.0 0.0
C 1.398 -1.095 4.413 0.0 -0.1 0.0
C 1.251 -0.734 3.076 0.0 -0.1 0.0
P -0.282 0.087 2.440 -0.3 -0.1 0.3
C -1.630 -0.911 3.164 0.0 0.1 0.0
C -1.921 -0.820 4.529 0.0 0.1 0.0
C -2.941 -1.575 5.083 0.0 0.0 0.0
C -3.703 -2.418 4.280 0.0 0.0 0.0
C -3.451 -2.489 2.920 0.0 0.0 0.0
C -2.423 -1.733 2.371 0.1 -0.1 0.0
C -0.413 1.665 3.313 0.1 -0.1 0.1
C -1.660 2.286 3.353 0.0 0.0 0.0
C -1.789 3.538 3.933 0.0 0.0 0.0
C -0.677 4.172 4.473 0.0 0.0 0.0
C 0.566 3.559 4.428 0.0 0.0 0.0
C 0.701 2.306 3.843 0.1 0.0 0.0
C 3.069 -1.153 -0.682 0.1 -0.1 -0.1
C 4.460 -1.043 -0.548 0.0 -0.1 -0.1
C 5.374 -1.479 -1.524 -0.1 0.0 0.2
C 4.888 -1.749 -2.757 0.0 0.1 -0.2
C 3.457 -1.615 -3.078 0.3 -0.4 0.1
C 2.553 -1.593 -1.896 0.1 0.1 0.1
P -0.496 -1.646 -0.670 0.0 -0.4 0.0
C -2.006 -1.743 -1.672 -0.1 0.1 0.0
C -2.124 -2.381 -2.910 0.0 -0.1 0.0
C -3.326 -2.358 -3.595 0.0 0.0 0.0
C -4.427 -1.710 -3.045 0.0 0.0 0.0
C -4.320 -1.080 -1.816 0.0 0.0 0.0
C -3.109 -1.078 -1.136 0.0 -0.1 -0.1
C -0.316 -3.334 0.014 0.0 0.0 -0.1
C 0.363 -3.519 1.218 -0.1 0.1 0.1
C 0.516 -4.785 1.766 0.0 0.0 -0.1
C -0.009 -5.888 1.109 0.0 0.0 0.0
C -0.697 -5.720 -0.088 0.0 0.0 0.0
C -0.855 -4.456 -0.630 0.0 0.0 0.0
H 4.078 -2.262 1.881 0.0 0.0 0.0
H 4.232 -2.951 4.237 0.0 0.0 0.0
H 2.558 -2.144 5.872 0.0 0.0 0.0
H 0.664 -0.778 5.141 0.0 0.0 0.0
H -1.379 -0.127 5.161 0.0 0.0 0.0
H -3.156 -1.492 6.140 0.0 0.0 0.0
H -4.504 -3.001 4.716 0.0 0.0 0.0
H -4.056 -3.121 2.283 0.0 0.0 0.0
H -2.251 -1.792 1.308 0.0 0.0 0.0
H -2.533 1.794 2.937 0.0 0.0 0.0
H -2.758 4.019 3.968 0.0 0.0 0.0
H -0.781 5.147 4.931 0.0 0.0 0.0
H 1.434 4.057 4.840 0.0 0.0 0.0
H 1.680 1.846 3.783 0.0 0.0 0.0
H 4.829 -0.570 0.357 0.0 -0.1 0.0
H 6.433 -1.513 -1.306 0.0 0.0 0.0
H 5.556 -1.985 -3.578 0.0 0.1 0.0
H 3.397 -0.520 -3.386 -0.2 0.1 -0.2
H -1.285 -2.900 -3.362 0.0 0.0 0.0
H -3.406 -2.846 -4.558 0.0 0.0 0.0
H -5.366 -1.694 -3.582 0.0 0.0 0.0
H -5.171 -0.563 -1.391 0.0 0.0 0.0
H -3.027 -0.535 -0.206 0.0 0.0 0.0
H 0.743 -2.668 1.762 -0.1 -0.2 -0.1
H 1.030 -4.903 2.710 0.0 0.0 0.0
H 0.103 -6.877 1.534 0.0 0.0 0.0
H -1.126 -6.576 -0.592 0.0 0.0 0.0
H -1.425 -4.353 -1.541 0.0 0.0 -0.1
O -2.529 2.698 -4.504 -0.2 0.2 0.1
C -3.035 3.182 -3.359 0.1 -0.1 -0.3
C -4.024 4.162 -3.478 -0.1 0.1 0.0
C -4.594 4.717 -2.357 0.0 0.0 0.0
C -4.202 4.319 -1.071 0.0 0.0 -0.1
C -3.240 3.354 -0.944 0.1 -0.1 -0.1
C -2.639 2.757 -2.075 0.0 0.1 0.1
C -1.643 1.724 -1.852 -0.3 0.1 -0.2
O -1.427 1.318 -0.683 0.0 -0.2 0.0
N -0.991 1.251 -2.984 0.0 0.0 0.6
N -0.291 0.206 -2.671 0.0 0.0 0.1
C 0.525 -0.459 -3.350 0.0 -0.1 -0.1
S 1.463 -0.104 -4.762 0.0 0.1 0.2
C 1.922 -1.785 -5.213 0.1 0.0 -0.1
C 3.053 -2.400 -4.346 0.0 0.0 0.0
S 0.932 -2.023 -2.379 0.0 0.2 -0.1
H -1.811 2.072 -4.282 0.0 0.0 0.0
H -4.314 4.469 -4.474 0.0 0.0 0.0
H -5.354 5.480 -2.475 0.0 0.0 0.0
H -4.648 4.771 -0.196 0.0 0.0 0.0
H -2.911 3.032 0.034 0.0 0.0 0.0
H 2.269 -1.672 -6.240 0.0 -0.1 0.0
H 1.035 -2.412 -5.248 0.0 0.0 0.1
H 3.944 -2.438 -4.971 0.0 -0.1 0.1
H 2.820 -3.432 -4.078 -0.1 0.0 0.0
Br 5.184 5.108 -2.810 0.1 0.0 0.0
C 3.700 4.959 -1.664 0.1 0.1 0.0
C 3.216 6.079 -1.000 -0.2 0.1 0.2
N 2.167 6.038 -0.176 0.2 -0.2 -0.2
C 1.578 4.860 0.014 0.0 0.2 0.1
C 2.004 3.695 -0.610 0.0 0.0 0.1
C 3.087 3.744 -1.473 0.0 -0.1 -0.1
C 1.323 2.422 -0.353 -0.3 -0.3 0.0
O 1.371 1.448 -1.179 0.1 0.0 0.1
O 0.645 2.224 0.696 0.1 0.5 -0.1
H 3.695 7.041 -1.138 0.0 0.0 0.0
H 0.727 4.837 0.685 0.0 0.0 0.0
H 3.436 2.852 -1.976 0.0 0.0 0.0
```
Positions in Å, forces in eV/Å.